[1]
Here is C24H39N12NiP as an isolated structure from OMol25. Energies are from the ωB97M-V functional and the def2-TZVPD basis.

The geometry in ORCA input format:
```
! wB97M-V def2-TZVPD RIJCOSX def2/J DEFGRID3
* xyz 2 3
Ni 0.02136 -0.37506 0.04640
C 2.82345 2.82929 3.42715
N 1.80277 1.87399 3.01571
C 0.86140 1.35093 3.85128
C 0.12766 0.47048 3.10979
N 0.60560 0.45632 1.83695
C 1.62312 1.31426 1.79995
P 2.74333 1.56991 0.39153
C 3.02033 -0.18848 0.06346
N 2.05918 -1.10138 -0.02278
C 2.69214 -2.30409 -0.12534
C 4.04225 -2.10698 -0.11932
N 4.23870 -0.76620 0.00530
C 5.53266 -0.09835 0.03911
C 1.57929 1.88782 -0.96741
N 0.74585 1.00462 -1.48174
C 0.14025 1.60650 -2.54422
C 0.64097 2.86587 -2.68726
N 1.54826 3.03578 -1.67578
C 2.31663 4.25394 -1.46512
H 3.58877 2.32218 4.01092
H 2.35026 3.60714 4.02243
H 3.27100 3.27738 2.54219
H 0.79972 1.63762 4.88354
H -0.70837 -0.12997 3.41538
H 2.14829 -3.22384 -0.19812
H 4.86318 -2.79521 -0.18624
H 6.30219 -0.86417 0.08216
H 5.60247 0.52766 0.92598
H 5.66829 0.50050 -0.85905
H -0.57903 1.09475 -3.15790
H 0.46230 3.63037 -3.41879
H 2.92286 4.45492 -2.34634
H 2.96995 4.12100 -0.60461
H 1.63278 5.08008 -1.28176
C -0.04715 -3.00879 -2.20462
N -0.13208 -3.75356 -0.97053
C -0.05660 -5.21325 -1.01003
C -1.02366 -5.64645 0.09981
N -1.26355 -4.40440 0.82280
C -1.56035 -4.39094 2.23906
C -0.82068 -3.33377 0.12752
N -1.01789 -2.06937 0.42115
C -2.29891 -1.69359 1.01557
C -2.91132 -0.69267 0.04130
N -1.95658 0.40153 -0.10408
C -2.38552 1.53777 -0.58336
N -3.45579 1.73922 -1.38216
C -4.07908 0.77442 -2.26135
C -3.77716 3.15707 -1.49649
C -2.46708 3.81102 -1.05852
N -1.78965 2.75031 -0.31616
C -1.25693 3.06771 0.98880
H -0.78199 -3.36869 -2.93018
H 0.94912 -3.10544 -2.63668
H -0.22398 -1.94746 -2.01796
H 0.96620 -5.55525 -0.83040
H -0.36849 -5.57371 -1.99076
H -0.58393 -6.38786 0.76735
H -1.95643 -6.05285 -0.29789
H -1.00613 -5.19319 2.72834
H -2.62404 -4.52828 2.43978
H -1.23764 -3.44225 2.66254
H -2.15221 -1.23536 1.99886
H -2.96596 -2.54860 1.14325
H -3.88305 -0.32916 0.38866
H -3.07338 -1.23350 -0.90043
H -5.07852 0.49928 -1.92016
H -3.46599 -0.12054 -2.33121
H -4.15816 1.20702 -3.25942
H -4.61979 3.42169 -0.85090
H -4.04440 3.39502 -2.52606
H -2.62557 4.67458 -0.41343
H -1.86511 4.12764 -1.91406
H -0.26148 3.51340 0.91557
H -1.18925 2.15591 1.57167
H -1.90971 3.77577 1.50734
*
```

HOMO energy (alpha / beta)	-0.5023 / -0.4996	Ha
relative energy (zero: lowest compared OMol25 entry of this formula, charge and spin)	0.355	eV
expectation value of S²	2.005
LUMO (alpha / beta)	-0.166 / -0.175	Eh

---

[2]
Here is C24H39N2O7P2SZn as an isolated structure in a non-equilibrium geometry from OMol25. Energies are from the ωB97M-V functional and the def2-TZVPD basis.

The geometry in ORCA input format:
```
! wB97M-V def2-TZVPD RIJCOSX def2/J DEFGRID3
* xyz -1 1
Zn 3.25558 -15.30970 -2.99810
C 4.43248 -21.08002 -3.13178
C 5.18451 -20.74469 -4.31746
C 4.24467 -20.00255 -5.17033
C 3.15997 -19.74699 -4.35263
C 3.20133 -20.43088 -3.13045
C 2.04851 -20.55969 -2.12841
C 0.88474 -19.70439 -2.57790
C 1.64990 -22.06885 -2.02882
C 2.54916 -20.19396 -0.72798
C 4.32996 -19.56016 -6.61550
C 2.90686 -19.30595 -7.11306
C 4.97988 -20.48071 -7.68614
C 5.08855 -18.20098 -6.79145
C 6.60761 -21.15571 -4.44358
C 7.26966 -20.97368 -3.03070
C 6.58213 -22.66844 -4.76462
C 7.47592 -20.23361 -5.30372
H 4.75342 -21.69901 -2.28168
H 2.31241 -19.21322 -4.60162
H 0.46791 -20.05432 -3.54813
H 1.18634 -18.65829 -2.68297
H 0.12802 -19.79533 -1.74213
H 1.63625 -22.53140 -3.03091
H 0.74263 -22.29318 -1.45938
H 2.48018 -22.59714 -1.46454
H 3.07291 -19.19299 -0.78716
H 3.15794 -20.97024 -0.24237
H 1.69443 -20.20031 -0.03582
H 2.30017 -20.21120 -7.24803
H 3.00754 -18.90576 -8.14088
H 2.32828 -18.57987 -6.54040
H 4.67769 -21.55363 -7.57915
H 6.11377 -20.45963 -7.66395
H 4.67268 -20.21300 -8.71902
H 5.61510 -18.04665 -7.74515
H 5.95400 -18.16602 -5.96759
H 4.51708 -17.27528 -6.59334
H 6.72199 -21.32337 -2.11785
H 7.59999 -19.91797 -2.82311
H 8.21107 -21.57069 -3.01821
H 5.93072 -23.26950 -4.07972
H 7.57324 -23.14931 -4.79042
H 6.11180 -22.74877 -5.75974
H 7.54840 -19.24439 -4.75614
H 7.15305 -20.01478 -6.30161
H 8.50458 -20.66833 -5.31060
O 6.73516 -14.79886 -3.03532
P 6.04048 -16.07522 -3.67318
O 6.97817 -17.15356 -4.03415
O 4.78919 -16.46223 -2.76484
O 5.34159 -15.50244 -5.12677
P 4.65889 -14.00591 -5.11686
O 4.51980 -13.67505 -6.68004
O 3.27530 -14.25096 -4.53667
O 5.53271 -12.96626 -4.46550
H 6.37274 -13.93591 -3.42384
H 5.38695 -13.97449 -7.07647
N 4.09524 -15.70071 0.16713
C 2.92380 -15.11222 -0.19760
S 1.80106 -15.71515 -1.37388
N 2.54917 -14.06534 0.56102
C 1.54728 -13.11740 0.40078
C 0.68498 -12.88423 1.44083
C -0.35561 -11.97991 1.15825
C -0.37626 -11.18340 0.03831
C 0.61886 -11.33543 -0.93833
C 1.61947 -12.21523 -0.72593
H 4.50449 -16.31834 -0.49731
H 4.63971 -15.19154 0.87791
H 3.12959 -13.85105 1.34956
H 0.84910 -13.36084 2.42653
H -1.18623 -11.87804 1.85428
H -1.19526 -10.48035 -0.11346
H 0.54243 -10.66617 -1.80770
H 2.52954 -12.28187 -1.35314
*
```

HOMO energy	-0.0771	Ha
relative energy (zero: lowest compared OMol25 entry of this formula, charge and spin)	2.595	eV
LUMO	0.041	Eh

---

[3]
Here is a 6-piece molecular cluster, C24H39N4O17S overall in a non-equilibrium geometry from OMol25. Energies are from the ωB97M-V functional and the def2-TZVPD basis.

The geometry in ORCA input format:
```
! wB97M-V def2-TZVPD RIJCOSX def2/J DEFGRID3
* xyz 1 1
C -2.84215 1.76780 -2.38287
C -2.86711 1.88749 -1.04877
C -2.28935 0.89735 -0.06539
N -0.80923 0.62800 -0.05596
C -0.35725 -0.59673 0.28581
N -1.14758 -1.62887 0.62292
C -0.55613 -2.84010 0.03270
C 0.96895 -2.47519 0.04664
N 1.81652 -3.20568 0.93616
C 2.80465 -4.05834 0.26989
C 2.14848 -5.06851 -0.66260
N 0.92642 -1.01268 0.39925
S 0.28542 1.88001 -0.45818
C 0.72155 1.61964 -2.15988
O 1.45278 1.62297 0.32079
O -0.43579 3.09553 -0.32899
H -3.72441 1.98121 -2.97496
H -1.93452 1.51617 -2.91564
H -3.35382 2.74223 -0.58824
H -2.76881 -0.05049 -0.29228
H -2.57964 1.17920 0.94507
H -2.14306 -1.52065 0.72633
H -0.84248 -2.90840 -1.01846
H -0.79880 -3.74833 0.56988
H 1.30284 -2.51482 -0.99525
H 2.27940 -2.55977 1.56802
H 3.34867 -4.59920 1.04102
H 3.55185 -3.46327 -0.27291
H 2.82209 -5.89244 -0.88232
H 1.23507 -5.44862 -0.20235
H 1.85928 -4.61860 -1.61527
H 1.63607 -0.48170 -0.08596
H 0.05813 0.87783 -2.60276
H 1.74066 1.24855 -2.20043
H 0.58359 2.56487 -2.67719
C 3.64111 0.51007 2.44881
C 3.57540 0.72935 3.94774
O 3.02145 -0.52040 4.39993
C 3.28610 -1.46606 3.49044
O 3.09979 -2.63624 3.62580
O 3.78600 -0.91594 2.35548
H 4.48502 0.99942 1.96994
H 2.72333 0.78263 1.93655
H 4.56068 0.85553 4.39302
H 2.92833 1.54909 4.24631
C 5.32812 -3.19686 6.64398
C 6.81434 -3.16531 6.95745
O 7.25712 -2.03281 6.19628
C 6.20280 -1.22122 5.99159
O 6.26776 -0.12388 5.52815
O 5.05535 -1.81658 6.37187
H 4.71058 -3.54059 7.46827
H 5.09691 -3.77706 5.74969
H 7.01429 -2.97382 8.01232
H 7.35172 -4.05461 6.64222
C -2.07221 6.00735 -0.15909
C -2.05600 6.08709 1.35668
O -3.30232 6.72363 1.63820
C -4.14719 6.50287 0.60140
O -5.30445 6.74936 0.59888
O -3.47158 5.94645 -0.44130
H -1.57782 5.12653 -0.55410
H -1.65454 6.90206 -0.62469
H -2.05380 5.09910 1.82318
H -1.23574 6.67510 1.75854
C -1.55522 1.43550 -7.50727
C -1.32785 2.21602 -6.22276
O -1.97792 1.37915 -5.25306
C -2.01977 0.11367 -5.73909
O -2.33756 -0.82865 -5.08153
O -1.64652 0.08457 -7.02494
H -0.74411 1.51600 -8.22402
H -2.49658 1.69506 -7.99125
H -0.26978 2.29493 -5.96668
H -1.77737 3.20452 -6.22162
C -5.34248 -2.55270 -2.11647
C -5.06143 -1.24225 -2.82644
O -5.98025 -0.34635 -2.20219
C -6.28664 -0.83556 -0.97474
O -6.86864 -0.24320 -0.13090
O -5.79968 -2.09821 -0.83866
H -4.46473 -3.18116 -1.98984
H -6.13047 -3.13196 -2.59880
H -4.04675 -0.88282 -2.63061
H -5.22521 -1.28002 -3.89910
*
```

HOMO energy	-0.4397	Ha
LUMO	-0.111	Eh